Record 1
Molecular formula: C6H18N2Si2
Method: DFT, wB97M-V/def2-TZVPD

XYZ file:
```
28
Properties=species:S:1:pos:R:3:nbo_charge:R:1
C -1.6217 0.9029 -1.5698 -0.590
C -3.1286 -0.5204 -0.0941 -0.601
C -1.8697 1.4917 0.9084 -0.602
C 1.2307 -2.5888 1.0379 -1.073
C 3.2310 1.1447 1.1425 -1.190
C -1.8242 0.3621 -0.1403 0.111
N 2.1822 -0.4750 -1.3826 -1.558
N -0.7519 -0.5478 0.2440 -1.215
Si 0.3291 -1.6458 -0.4209 1.601
Si 2.3297 0.8507 -0.4980 1.832
H -2.2353 1.6808 -1.7101 0.192
H -0.4937 1.3111 -1.5705 0.176
H -1.6801 0.2597 -2.4348 0.215
H -4.0021 0.0771 -0.6321 0.190
H -3.5842 -0.5812 0.9869 0.209
H -2.8736 -1.4444 -0.5683 0.218
H -0.9350 1.8305 1.3040 0.206
H -2.3714 2.3032 0.3388 0.195
H -2.4051 1.1043 1.7145 0.212
H 1.5854 -3.4998 0.6738 0.222
H 1.9888 -2.0096 1.3775 0.218
H 0.4496 -2.7554 1.8896 0.246
H 3.8819 2.1404 1.0400 0.260
H 2.7195 1.2883 2.0845 0.274
H 4.0389 0.4342 1.2566 0.258
H 2.8749 -0.8322 -1.9982 0.420
H 0.5163 -2.5093 -1.7814 -0.204
H 2.4185 2.2280 -1.1977 -0.223
```

ΔE to the lowest compared entry with this formula, charge and spin   419.09 kJ/mol
DFT total energy   -927.76630 a.u.
HOMO   -7.9 eV
2S+1   1
Lowest unoccupied orbital energy   -1.0 eV
Frontier orbital gap   6.948 eV

Record 2
Molecular formula: C25H18BrI2N7NaO3S
Method: DFT, wB97M-V/def2-TZVPD

XYZ file:
```
58
Properties=species:S:1:pos:R:3:nbo_charge:R:1
Na 1.9227 -1.4642 -2.1004 0.903
N -0.0119 6.2298 -2.0784 -0.803
C 0.0930 4.8696 -2.4053 0.156
C -0.8946 4.2446 -3.1654 -0.282
C -0.7754 2.9120 -3.5212 -0.129
C 0.3349 2.1813 -3.1273 -0.369
C 1.3307 2.8027 -2.3899 -0.182
C 1.2152 4.1345 -2.0292 -0.234
S 0.5023 0.4594 -3.5650 2.331
O 1.9397 0.2194 -3.4869 -1.030
O -0.1227 0.3138 -4.8564 -0.961
N -0.1128 -0.4502 -2.4378 -0.989
C -1.4466 -0.5836 -2.2777 0.560
N -1.8477 -1.6643 -1.5608 -0.484
C -3.1485 -1.8545 -1.4615 0.080
C -4.1001 -1.0022 -2.0079 -0.381
C -3.5886 0.1025 -2.6633 0.095
N -2.2930 0.3214 -2.8064 -0.517
H -0.9641 6.5591 -2.0284 0.370
H 0.4978 6.4847 -1.2460 0.370
H -1.7642 4.8092 -3.4827 0.201
H -1.5463 2.4255 -4.1004 0.249
H 2.2153 2.2430 -2.1161 0.235
H 2.0090 4.6091 -1.4635 0.195
H -3.4649 -2.7418 -0.9160 0.179
H -5.1599 -1.1798 -1.9043 0.213
H -4.2515 0.8482 -3.0955 0.179
Br -3.8865 0.7204 1.6238 0.049
C -2.6303 -0.2482 2.6585 -0.108
C -2.1891 0.2697 3.8638 -0.228
C -1.2583 -0.4528 4.5942 -0.212
C -0.7530 -1.6486 4.1027 0.062
C -1.2325 -2.1799 2.9123 -0.228
C -2.1744 -1.4702 2.1876 -0.167
N 0.1985 -2.2916 4.9806 -0.158
N 1.2160 -2.8594 4.5682 -0.097
C 1.6118 -2.8343 3.1868 -0.017
C 1.9480 -4.0411 2.6336 -0.167
C 2.2515 -4.1570 1.2727 -0.321
C 2.2376 -3.0475 0.4307 0.365
O 2.4926 -3.1456 -0.8381 -0.816
C 1.9915 -1.7474 1.0360 0.150
N 2.0689 -0.6612 0.2274 -0.451
C 1.8908 0.5206 0.7534 0.055
C 1.6777 0.7349 2.1309 -0.264
C 1.5957 -0.3454 2.9580 -0.143
C 1.7063 -1.6477 2.4162 -0.107
H -2.5684 1.2145 4.2270 0.222
H -0.9023 -0.0890 5.5493 0.224
H -0.8623 -3.1174 2.5208 0.239
H -2.5233 -1.8518 1.2391 0.229
H 1.9388 -4.9196 3.2678 0.217
H 2.4891 -5.1194 0.8406 0.219
H 1.9233 1.3686 0.0764 0.191
H 1.5889 1.7449 2.5078 0.214
H 1.4581 -0.2206 4.0229 0.214
I 4.8358 -2.5636 -1.4234 0.127
I 7.2915 -1.7436 -2.2336 -0.244
```

Total charge   -1
ΔE to the lowest compared entry with this formula, charge and spin   44.53 kJ/mol
DFT total energy   -5302.55918 a.u.
HOMO   -5.0 eV
2S+1   1
Lowest unoccupied orbital energy   1.7 eV
Frontier orbital gap   6.728 eV

Record 3
Molecular formula: C5H12N2O
Method: DFT, wB97M-V/def2-TZVPD

XYZ file:
```
20
Properties=species:S:1:pos:R:3:nbo_charge:R:1
C 2.6575 0.3464 -0.0959 -0.357
C 1.7524 -0.6013 0.0962 -0.063
N 0.7596 -0.8284 -0.9046 -0.048
N 0.8934 -2.0885 -1.4290 -0.629
O -0.6009 -0.7827 -0.1940 -0.465
C -0.8465 0.4517 0.4116 0.084
C -1.2420 1.5332 -0.5888 -0.636
C -1.9010 0.2260 1.4874 -0.614
H 2.5501 1.0532 -0.8986 0.208
H 3.5047 0.4606 0.5576 0.203
H 1.8505 -1.3547 0.8752 0.181
H 0.2381 -2.2091 -2.1933 0.370
H 0.7611 -2.8352 -0.7435 0.334
H 0.1304 0.7575 0.9000 0.168
H -1.3658 2.4889 -0.0864 0.206
H -0.4752 1.6184 -1.3548 0.219
H -2.1783 1.2635 -1.0708 0.206
H -2.8097 -0.1583 1.0271 0.209
H -1.5496 -0.5034 2.2130 0.214
H -2.1289 1.1625 1.9917 0.210
```

ΔE to the lowest compared entry with this formula, charge and spin   414.90 kJ/mol
DFT total energy   -382.34450 a.u.
HOMO   -8.9 eV
2S+1   1
Lowest unoccupied orbital energy   1.2 eV
SMILES   C=CN(N)OC(C)C
Frontier orbital gap   10.101 eV

Q: The highest lowest unoccupied orbital energy belongs to which entry?
A: C25H18BrI2N7NaO3S

Copy entry 2 word for word.
Molecular formula: C25H18BrI2N7NaO3S
Method: DFT, wB97M-V/def2-TZVPD

XYZ file:
```
58
Properties=species:S:1:pos:R:3:nbo_charge:R:1
Na 1.9227 -1.4642 -2.1004 0.903
N -0.0119 6.2298 -2.0784 -0.803
C 0.0930 4.8696 -2.4053 0.156
C -0.8946 4.2446 -3.1654 -0.282
C -0.7754 2.9120 -3.5212 -0.129
C 0.3349 2.1813 -3.1273 -0.369
C 1.3307 2.8027 -2.3899 -0.182
C 1.2152 4.1345 -2.0292 -0.234
S 0.5023 0.4594 -3.5650 2.331
O 1.9397 0.2194 -3.4869 -1.030
O -0.1227 0.3138 -4.8564 -0.961
N -0.1128 -0.4502 -2.4378 -0.989
C -1.4466 -0.5836 -2.2777 0.560
N -1.8477 -1.6643 -1.5608 -0.484
C -3.1485 -1.8545 -1.4615 0.080
C -4.1001 -1.0022 -2.0079 -0.381
C -3.5886 0.1025 -2.6633 0.095
N -2.2930 0.3214 -2.8064 -0.517
H -0.9641 6.5591 -2.0284 0.370
H 0.4978 6.4847 -1.2460 0.370
H -1.7642 4.8092 -3.4827 0.201
H -1.5463 2.4255 -4.1004 0.249
H 2.2153 2.2430 -2.1161 0.235
H 2.0090 4.6091 -1.4635 0.195
H -3.4649 -2.7418 -0.9160 0.179
H -5.1599 -1.1798 -1.9043 0.213
H -4.2515 0.8482 -3.0955 0.179
Br -3.8865 0.7204 1.6238 0.049
C -2.6303 -0.2482 2.6585 -0.108
C -2.1891 0.2697 3.8638 -0.228
C -1.2583 -0.4528 4.5942 -0.212
C -0.7530 -1.6486 4.1027 0.062
C -1.2325 -2.1799 2.9123 -0.228
C -2.1744 -1.4702 2.1876 -0.167
N 0.1985 -2.2916 4.9806 -0.158
N 1.2160 -2.8594 4.5682 -0.097
C 1.6118 -2.8343 3.1868 -0.017
C 1.9480 -4.0411 2.6336 -0.167
C 2.2515 -4.1570 1.2727 -0.321
C 2.2376 -3.0475 0.4307 0.365
O 2.4926 -3.1456 -0.8381 -0.816
C 1.9915 -1.7474 1.0360 0.150
N 2.0689 -0.6612 0.2274 -0.451
C 1.8908 0.5206 0.7534 0.055
C 1.6777 0.7349 2.1309 -0.264
C 1.5957 -0.3454 2.9580 -0.143
C 1.7063 -1.6477 2.4162 -0.107
H -2.5684 1.2145 4.2270 0.222
H -0.9023 -0.0890 5.5493 0.224
H -0.8623 -3.1174 2.5208 0.239
H -2.5233 -1.8518 1.2391 0.229
H 1.9388 -4.9196 3.2678 0.217
H 2.4891 -5.1194 0.8406 0.219
H 1.9233 1.3686 0.0764 0.191
H 1.5889 1.7449 2.5078 0.214
H 1.4581 -0.2206 4.0229 0.214
I 4.8358 -2.5636 -1.4234 0.127
I 7.2915 -1.7436 -2.2336 -0.244
```

Total charge   -1
ΔE to the lowest compared entry with this formula, charge and spin   44.53 kJ/mol
DFT total energy   -5302.55918 a.u.
HOMO   -5.0 eV
2S+1   1
Lowest unoccupied orbital energy   1.7 eV
Frontier orbital gap   6.728 eV